Record 1
{"formula": "C3H4FN", "method": "ωB97M-V with the def2-TZVPD basis set", "orbital_gap_ev": [7.76, 7.76], "homo_ev": [-7.6978, -7.6980], "symbols": ["H", "H", "C", "H", "F", "C", "H", "C", "N"], "xyz": [[2.36343, 0.68482, -1.17163], [-0.47677, -1.62572, 0.80786], [-1.82127, -0.09402, -0.51289], [1.58007, 1.81206, 0.27056], [-2.50622, 0.25758, 0.60026], [0.22469, -0.80833, 0.58940], [-2.17725, -1.10272, -0.65533], [1.80355, 0.88869, -0.17697], [1.00977, -0.01236, 0.24875]], "atomic_forces_ev_per_a": [[-1.022, 0.575, 2.120], [1.002, 0.899, 0.156], [0.317, 1.408, 0.569], [0.481, 1.385, 0.138], [0.276, -0.066, -0.302], [-1.669, -1.478, -0.019], [-0.248, -1.298, -0.193], [1.152, -0.683, -2.213], [-0.289, -0.742, -0.256]], "lowdin_charge": [0.1059, 0.0992, 0.0236, 0.0451, -0.1181, 0.0519, -0.0322, -0.0483, -0.1270]}

---

Record 2
{"formula": "C3H4FNO", "method": "ωB97M-V with the def2-TZVPD basis set", "orbital_gap_ev": 10.89, "smiles": "NC(=O)/C=C/F", "homo_ev": -10.0123, "symbols": ["F", "C", "C", "H", "H", "O", "C", "H", "H", "N"], "xyz": [[-2.93428, 0.06061, -0.01870], [-1.70055, 0.42588, -0.03727], [-0.64788, -0.36365, -0.08225], [1.82828, -1.47685, -0.18599], [-0.78346, -1.45010, 0.01627], [0.78025, 1.54027, -0.06308], [0.66561, 0.31719, -0.07903], [2.65870, -0.12626, 0.32326], [-1.62383, 1.52628, 0.14169], [1.75717, -0.45338, -0.01490]], "atomic_forces_ev_per_a": [[-1.923, -1.238, -0.018], [1.342, 2.658, 0.746], [-0.174, -0.894, -0.057], [-0.947, 1.332, 0.248], [0.296, 0.501, -0.400], [-0.291, -0.569, 0.073], [-0.096, 1.431, 0.360], [-0.667, 0.697, -0.411], [0.266, -0.974, -0.639], [2.194, -2.945, 0.097]], "lowdin_charge": [0.0847, -0.1741, -0.0042, 0.1232, 0.1216, 0.0243, -0.5809, 0.1149, 0.1494, 0.1410]}

---

Molar mass: 73.1; 89.1 (Da)
Electronic energy: -7376.0987; -9430.3460 (eV)